Entry from the Open Molecules 2025 dataset: 9 unconnected molecules or ions with the total composition C11H33Cl2N9O18P at a distorted geometry (the ωB97M-V functional and the def2-TZVPD basis).

The calculation puts the HOMO-LUMO gap at 0.199 hartree. As for the total charge: -1. For the largest force on an atom, the calculation gives 0.034 hartree/bohr. As for the energy: -96516.1892 eV.

Last column: Mulliken charge in e.
Geometry (Å):
C 6.85454 -0.78225 1.70057  -1.173
C 5.39048 -0.80324 1.24907  0.409
Cl 5.41017 -0.67650 -0.58749  -0.244
C 4.57782 -2.03022 1.66281  -0.471
Cl 5.03877 -2.63768 3.28776  -0.242
P 2.70383 -1.51206 1.72247  0.569
O 0.95468 -0.86901 1.73898  -0.217
N 0.95561 0.45432 2.02325  -0.001
O 0.81577 1.12421 1.04287  -0.251
H 7.10480 -1.60060 2.35724  0.343
H 7.50502 -0.85610 0.84171  0.337
H 7.07290 0.16987 2.17311  0.225
H 4.88692 0.08303 1.58938  0.147
H 4.72308 -2.80676 0.92633  0.458
H 3.05487 -0.46370 2.70219  -0.104
H 2.41994 -2.38009 2.84571  -0.017
H 2.29755 -2.58322 0.80724  -0.210
H 2.92289 -0.62491 0.64428  -0.392
C 0.39263 4.36616 0.56297  -0.694
N 0.79635 5.64091 1.21893  0.961
O 1.48478 5.58317 2.21379  -0.534
O 0.40718 6.67700 0.70446  -0.598
H 0.80558 3.53072 1.11817  0.317
H -0.69293 4.33443 0.56147  0.273
H 0.77984 4.38899 -0.45115  0.285
C -1.34200 -0.87825 -0.42115  -0.698
N -1.85344 -2.03057 -1.21120  0.979
O -3.06422 -2.19379 -1.29015  -0.618
O -1.03588 -2.74465 -1.74872  -0.534
H -2.19214 -0.33726 -0.02156  0.339
H -0.70735 -1.25698 0.37968  0.418
H -0.76310 -0.25463 -1.09730  0.081
C 1.93266 -0.63313 -3.69520  -0.695
N 1.71422 0.01472 -2.37568  0.877
O 2.34476 -0.39443 -1.43464  -0.416
O 0.87362 0.90598 -2.34297  -0.590
H 2.69411 -1.39617 -3.58337  0.300
H 0.97837 -1.06815 -3.97682  0.195
H 2.24502 0.13545 -4.39583  0.325
C 5.77741 3.89392 0.44750  -0.735
N 6.16384 2.83140 1.41504  0.891
O 5.27556 2.15464 1.87559  -0.518
O 7.34821 2.72352 1.66686  -0.540
H 4.70152 3.86729 0.32380  0.267
H 6.10375 4.84337 0.86048  0.286
H 6.28648 3.68123 -0.48744  0.289
C -2.98765 -1.69542 -4.75038  -0.702
N -1.79075 -1.52997 -5.62152  0.876
O -1.96358 -1.35606 -6.81012  -0.549
O -0.71284 -1.58386 -5.06653  -0.570
H -3.87374 -1.62765 -5.36932  0.304
H -2.91101 -2.66746 -4.27202  0.302
H -2.96161 -0.90222 -4.00958  0.259
C -3.96667 -4.24049 1.22408  -0.146
N -4.41355 -3.72505 2.54613  0.960
O -3.89899 -4.18306 3.54507  -0.564
O -5.28533 -2.87602 2.53725  -0.564
H -3.20050 -4.98903 1.38661  0.294
H -4.83799 -4.66923 0.73558  0.048
H -3.57655 -3.40240 0.65429  0.027
C -8.33897 -5.93043 -0.66053  -0.740
N -6.96363 -5.74882 -1.19960  0.873
O -6.84667 -5.44569 -2.36634  -0.511
O -6.04768 -5.91819 -0.41800  -0.565
H -9.04680 -5.74849 -1.45971  0.290
H -8.41160 -6.94919 -0.29311  0.299
H -8.46628 -5.21825 0.14907  0.304
C -2.90504 8.13204 2.05903  -0.643
N -3.33112 6.80228 2.57497  0.861
O -3.76204 6.74736 3.70857  -0.527
O -3.21852 5.86068 1.81780  -0.504
H -3.06266 8.86893 2.83696  0.302
H -1.85330 8.05678 1.79447  0.240
H -3.50938 8.34890 1.18389  0.267

Force components x, y, z for each atom (eV/Å):
-0.0045 0.3551 -0.3346
0.8323 -0.6535 0.1808
-0.2040 -0.0205 0.2916
-0.9675 0.6255 -0.3317
0.1352 -0.1116 -0.0743
1.3301 -0.7938 0.8070
-0.5103 0.6242 0.0794
-0.0925 -0.5689 -0.0566
-0.1709 0.1534 -0.0187
-0.0746 -0.0939 0.3044
0.2131 -0.0351 -0.2566
0.0878 0.0124 0.2460
-0.2841 0.2219 -0.0347
0.1532 -0.4922 0.0822
0.1025 0.0725 -0.1568
-0.2048 0.0508 -0.1411
-0.2489 0.1410 -0.1917
-0.0177 0.2327 0.0276
0.1014 -0.2162 0.1443
-0.0120 -0.0456 -0.0322
-0.0320 0.0666 -0.0515
-0.0443 0.0218 0.0549
0.0061 0.0113 0.0207
-0.0130 0.0783 -0.0619
-0.0758 0.0494 -0.0378
-0.1974 0.0549 0.0944
0.1580 0.1411 0.0089
0.0039 -0.0176 -0.0350
-0.1073 0.0066 -0.0572
-0.0662 -0.0471 -0.0508
0.2000 0.0002 -0.1446
0.1384 -0.0429 0.0753
0.0229 -0.1782 0.0229
0.0497 -0.1807 0.0160
-0.2576 0.2293 -0.3482
0.0764 0.0303 -0.0373
0.0256 0.0304 0.1071
0.1685 0.1242 -0.0829
-0.1385 0.0347 -0.0159
-0.1266 0.0383 -0.0887
-0.1129 0.0940 -0.1624
0.0839 0.1542 0.2029
0.0245 0.0289 0.0421
-0.0113 -0.0610 0.0426
0.0845 -0.0102 -0.0206
0.0731 0.0198 0.0282
-0.1491 -0.0256 -0.0834
-0.1452 -0.0196 0.1250
0.0733 -0.0139 0.0563
-0.0995 -0.0193 -0.2687
0.0273 0.0174 -0.0597
0.0807 0.0583 0.1240
0.0642 -0.0649 0.0727
0.1149 -0.0910 0.0156
0.0217 -0.0232 0.0171
-0.0706 0.0366 -0.0378
0.0232 -0.0579 0.0102
-0.0020 0.0041 0.0895
0.1606 0.1872 0.0455
-0.1531 0.0324 -0.0163
-0.1399 0.0338 -0.0761
0.0139 0.0357 0.0009
0.0275 -0.0370 0.0659
-0.1797 -0.1251 -0.1979
0.0398 0.0147 -0.0461
0.0510 0.0187 0.0834
0.0550 -0.0503 0.0618
0.0896 0.1332 0.0705
-0.0118 -0.0145 0.0426
0.0140 -0.0209 -0.0856
-0.0072 0.0428 0.0499
-0.0295 -0.0505 0.0537
-0.0217 -0.0681 -0.1022
0.0565 -0.0681 -0.0666



Entry from the Open Molecules 2025 dataset: 8 unconnected molecules or ions with the total composition C11H34O10 at a distorted geometry (the ωB97M-V functional and the def2-TZVPD basis).

Its SMILES is C[C@H]1COC(=O)O1.CO.CO.CO.CO.CO.CO.CO. The calculation puts the HOMO-LUMO gap at 0.377 hartree. For the largest force on an atom, the calculation gives 0.026 hartree/bohr. As for the energy: -32430.3414 eV.

Last column: Mulliken charge in e.
Geometry (Å):
C -0.28018 -0.43069 0.75929  -0.440
O 0.58599 0.53793 0.20496  -0.402
H -0.34080 -0.39144 1.85111  0.352
H -1.29032 -0.19955 0.39310  0.061
H 0.01112 -1.42793 0.44328  0.200
H 0.36445 1.42796 0.50526  0.198
C -1.33350 -2.65301 5.15994  -0.559
O -1.16165 -1.47579 4.36729  -0.449
H -0.40907 -3.22543 5.24109  0.255
H -1.69180 -2.39862 6.16409  0.258
H -2.12014 -3.24726 4.70359  0.219
H -0.52668 -0.91749 4.82430  0.268
C -0.93589 4.65342 -1.50757  -0.371
O -1.12900 4.73561 -0.09373  -0.528
H -0.13082 5.31069 -1.84154  0.257
H -0.73943 3.62745 -1.82959  0.036
H -1.87163 4.96919 -1.96614  0.259
H -0.51862 4.13055 0.33834  0.341
C 2.97659 -2.18138 -1.48946  -0.236
O 3.75625 -1.99728 -0.31977  -0.485
H 3.24973 -1.50084 -2.29738  0.320
H 2.97353 -3.23526 -1.78836  0.363
H 1.92421 -1.99247 -1.26117  -0.242
H 4.61147 -2.41520 -0.45490  0.276
C 2.04245 3.37972 1.21259  -0.522
O 0.70428 3.06880 1.58412  -0.532
H 2.62567 3.80320 2.02817  0.331
H 2.53973 2.51617 0.76299  0.223
H 2.00752 4.13843 0.42495  0.224
H 0.73217 2.70989 2.47598  0.271
C 2.80984 -0.31295 2.72908  -0.314
O 4.08802 -0.78588 2.37330  -0.545
H 2.11320 -1.12414 2.99877  0.265
H 2.90401 0.30692 3.62105  0.318
H 2.32679 0.25196 1.92495  -0.014
H 3.97356 -1.35666 1.60405  0.345
C -4.40301 -0.19652 0.44280  -0.443
O -5.62735 0.06385 1.11591  -0.536
H -4.38926 -1.24055 0.09164  0.284
H -4.27378 0.44916 -0.42523  0.252
H -3.62631 -0.16566 1.20079  0.151
H -6.34794 -0.01359 0.48557  0.297
C 0.60360 0.03373 -3.39102  -1.439
C 0.10106 -1.37489 -3.56401  0.929
C -1.16254 -1.66873 -2.75771  -0.112
O -2.00435 -2.37964 -3.65579  -0.396
C -1.56976 -2.14788 -4.92415  0.551
O -2.15974 -2.44072 -5.90493  -0.511
O -0.33897 -1.57532 -4.90447  -0.394
H -0.17430 0.72634 -3.72829  0.444
H 1.50839 0.19379 -3.97738  0.362
H 0.82157 0.33259 -2.36284  0.231
H 0.94101 -2.02385 -3.30295  0.013
H -1.64393 -0.71176 -2.49564  0.159
H -1.09545 -2.15896 -1.78833  0.155

Force components x, y, z for each atom (eV/Å):
-1.0044 0.9189 0.0283
0.7575 -0.3016 -0.4012
0.2487 -0.1324 0.0073
-0.0633 -0.4861 0.0658
0.1946 0.0206 -0.0493
-0.1687 -0.0639 0.2840
-0.2669 0.4030 0.2045
0.0487 -0.2250 0.0912
-0.0187 -0.1084 -0.0664
0.1386 -0.0141 -0.0203
0.1357 -0.0766 -0.2017
-0.0086 0.0399 -0.0380
-0.3168 -0.0462 0.4941
0.0667 -0.0451 -0.4368
0.0544 -0.0140 -0.0514
0.0842 0.0060 -0.0305
0.0662 0.0699 -0.0925
0.0199 0.0149 0.2029
-0.7006 -0.4354 0.1488
-0.0046 0.0557 0.0497
0.2374 -0.1580 -0.0614
0.3393 0.1569 -0.3245
0.1901 0.3134 0.3458
0.0085 0.0406 -0.0561
0.3563 0.3195 -0.8614
0.0329 -0.0383 0.1364
-0.0345 -0.1784 0.1358
0.0677 -0.0967 0.3312
-0.1765 0.0022 0.1493
-0.2062 -0.0176 -0.0058
-0.5411 -0.1938 0.1727
0.0199 -0.0723 0.0872
0.1895 -0.0131 -0.0666
0.1537 0.1224 -0.0789
0.1379 0.0876 0.0215
-0.0153 0.1230 -0.1347
-0.6048 -1.1452 0.0889
0.0148 0.1739 0.0400
-0.0063 0.1446 -0.1481
0.3999 0.2556 0.2009
0.2015 0.5724 -0.1695
-0.0016 -0.0067 -0.0044
-0.2249 0.8090 -0.2075
0.3719 0.2201 1.0047
-0.5103 1.0588 0.4569
0.0967 0.0409 -0.1712
0.3701 -0.2489 0.4278
-0.1877 -0.0276 -0.2455
-0.0893 -0.1448 -0.0594
0.1345 0.0006 -0.1628
-0.0708 0.0234 -0.0933
-0.0160 -0.5019 0.1406
-0.2921 -0.5324 -0.4149
-0.0360 -0.0874 -0.3206
0.4281 -0.5819 -0.3415



Entry from the Open Molecules 2025 dataset: 6 unconnected molecules or ions with the total composition C11H35NO6 at a distorted geometry (the ωB97M-V functional and the def2-TZVPD basis).

Its SMILES is COC[C@H](C)N.CCO.CCO.CO.CO.CO. The calculation puts the HOMO-LUMO gap at 0.366 hartree. For the largest force on an atom, the calculation gives 0.076 hartree/bohr. As for the energy: -25745.1743 eV.

Last column: Mulliken charge in e.
Geometry (Å):
C 4.75921 4.75919 4.44372  -0.483
O 4.26646 5.48473 5.54183  -0.519
H 3.86961 4.51851 3.86166  0.237
H 5.49597 5.27322 3.82643  0.203
H 5.31471 3.89814 4.81531  0.248
H 3.90696 4.84371 6.15945  0.314
C -5.11905 3.61383 -0.10791  -0.505
O -3.78868 3.81050 -0.40825  -0.496
H -5.13008 3.03201 0.81376  0.188
H -5.76154 4.47393 0.08057  0.248
H -5.56783 2.99327 -0.88354  0.243
H -3.34152 2.98289 -0.21663  0.319
C 6.83339 2.80879 0.02607  -0.429
O 7.65481 2.51616 1.14239  -0.503
H 6.98112 1.94408 -0.62087  0.189
H 5.78031 2.82987 0.30654  0.208
H 7.23439 3.71257 -0.43271  0.246
H 7.73514 3.26141 1.74219  0.289
C -5.31382 -2.34377 2.77723  -0.889
C -6.61158 -1.68808 3.06995  -0.313
O -7.69504 -2.38572 2.68067  -0.513
H -5.22456 -3.25648 3.36640  0.275
H -4.61771 -1.62753 3.21373  0.299
H -5.29890 -2.48856 1.69699  0.268
H -6.55542 -0.64570 2.75631  0.292
H -6.82011 -1.63465 4.13848  0.277
H -8.47540 -1.82824 2.63768  0.305
C 0.54550 0.80190 2.27092  -1.074
C 0.21710 0.22020 0.92704  -0.171
O -1.25674 0.34501 0.69762  -0.520
H 0.15286 1.79628 2.48343  0.307
H 1.63027 0.70334 2.31168  0.321
H 0.11044 0.11462 2.99650  0.283
H 0.50036 -0.83129 0.87980  0.317
H 0.70197 0.85045 0.18153  0.250
H -1.41695 -0.38555 0.09578  0.277
C -0.40946 -1.81610 -4.35103  -1.287
C -0.16981 -3.19605 -3.77943  0.641
C 1.30699 -3.59467 -3.76068  -0.886
O 1.91056 -3.42321 -5.02180  -0.308
C 3.32943 -3.41985 -5.02474  -0.689
N -0.95211 -3.26271 -2.56504  -0.696
H 0.49669 -1.22158 -4.23466  0.222
H -1.31094 -1.29750 -4.02472  0.428
H -0.63087 -1.91412 -5.41379  0.313
H -0.59783 -3.94743 -4.44301  0.184
H 1.36064 -4.66326 -3.55251  0.388
H 1.81022 -3.12045 -2.91808  0.401
H 3.70474 -3.14437 -6.01031  0.230
H 3.66743 -4.44155 -4.85161  0.283
H 3.65647 -2.74668 -4.23228  0.315
H -1.89488 -3.04772 -2.85670  0.243
H -0.97289 -4.21577 -2.23136  0.229

Force components x, y, z for each atom (eV/Å):
-0.2021 -0.6574 0.0203
0.3915 0.9117 0.5572
0.4357 -0.5885 -0.5825
-0.3322 0.7144 0.2377
-0.2707 -0.4921 -0.2716
-0.0222 0.1057 0.0327
-1.0910 -1.6969 0.7546
1.3450 1.1624 -0.4800
-0.6082 -0.1323 0.2617
0.6876 0.4851 -0.3555
-0.4758 0.0533 -0.1094
0.1898 0.0875 -0.0505
0.7253 -0.4439 0.3716
0.2785 -0.4394 0.6333
-0.1020 0.2469 -0.2979
-0.0862 0.4483 -0.1404
-0.6307 0.0750 -0.4006
-0.1893 0.1178 -0.1609
-0.4211 0.0538 0.6323
0.4336 1.6636 2.7025
-2.4318 -1.7944 -2.4995
0.0615 -0.2604 -0.4606
0.6752 -0.1907 -0.6695
0.7790 -0.1400 0.1066
-0.3135 0.1554 -0.6282
1.1764 0.5390 0.7824
0.0483 -0.0219 0.0282
-0.1124 -1.2709 0.2607
-1.9773 1.4557 -0.2445
1.7456 -0.5689 0.1707
0.2887 0.0236 -0.4017
0.1067 0.5218 0.5493
0.1181 0.1520 0.3783
0.1317 0.1221 -0.1767
0.1453 -0.4536 -0.4066
-0.4874 0.0186 -0.1862
0.2715 0.1445 -1.3923
-0.7140 -0.2164 -1.4966
-0.1292 -0.7780 0.8609
-0.4884 0.9702 -0.4680
-0.7241 -0.5188 0.3999
0.6718 -0.3192 1.1922
-0.2903 0.3849 0.0170
0.2409 -0.0858 0.7781
0.5532 0.0841 -0.2614
-0.0869 0.0560 -0.6588
-0.0905 -0.3553 0.3771
0.4342 0.5802 -0.1279
-0.2838 0.3256 0.1138
0.3475 -0.0907 0.3245
0.4980 0.0262 -0.1228
-0.1566 0.0345 0.2329
-0.0631 -0.2049 0.2744